(1)
Computed, not measured: a cluster of 2 separate species, C5H15NO in total, with wB97M-V/def2-TZVPD.

```
22
Properties=species:S:1:pos:R:3
O 1.418 -3.673 -3.009
N 0.316 0.861 -0.038
C 0.129 1.357 -1.358
C -1.557 -0.413 0.939
C -0.160 -0.519 0.244
C -1.689 0.503 2.110
C 1.378 1.320 0.755
H 1.638 -2.915 -2.422
H -0.905 1.273 -1.781
H 1.295 1.101 1.832
H 0.807 0.827 -2.009
H -1.233 -0.078 2.928
H 2.231 -3.797 -3.488
H 0.378 2.377 -1.390
H -2.231 -0.184 0.061
H -2.041 -1.438 1.151
H -0.437 -1.162 -0.626
H 1.621 2.431 0.412
H -1.042 1.453 1.904
H 2.399 0.877 0.496
H 0.411 -1.047 1.027
H -2.725 0.848 2.262
```

## Properties
SMILES   CCCN(C)C.O
Relative energy (zero: lowest compared OMol25 entry of this formula, charge and spin)   2.312 eV
Gap between HOMO and LUMO   8.6039 eV
Calculated total energy   -329.42262 Ha

Here are the Mulliken charges for atoms 1 to 6, given in e:
1. O -0.628
2. N 0.382
3. C -1.023
4. C -0.509
5. C -0.860
6. C -0.957



(2)
Computed, not measured: a structure of composition C21H35HfN2Sb2Si, with wB97M-V/def2-TZVPD.

```
62
Properties=species:S:1:pos:R:3
Hf -0.612 -0.774 0.307
Sb 2.127 -0.325 -0.788
Sb -0.666 2.182 -0.539
Si -0.677 -3.778 0.874
N -0.860 -2.600 -0.484
N -2.576 -1.163 -0.675
C 1.968 0.241 1.309
C 3.599 4.289 1.543
C 3.084 1.445 -1.607
C -4.627 -1.561 -1.749
C 2.235 3.380 -0.240
C -4.156 -2.789 -2.197
C -2.216 -3.567 1.873
C 2.424 4.284 0.802
C -0.202 -5.454 0.378
C 3.253 2.470 -0.542
C -2.881 -3.234 -1.847
C -1.215 3.054 1.328
C 4.435 2.489 0.196
C -2.077 3.003 -1.872
C -3.827 -0.739 -0.974
C 0.982 3.456 -1.060
C 3.769 -1.650 -0.627
C -4.342 0.539 -0.404
C -2.140 -2.390 -1.067
C 0.644 -2.771 1.774
C 4.612 3.393 1.235
H -5.238 0.350 0.189
H 0.650 -5.430 -0.305
H 0.260 -1.874 2.326
H -1.445 4.103 1.141
H 1.071 -3.324 2.618
H 3.733 5.011 2.338
H 3.473 -2.621 -0.238
H 2.517 1.749 -2.482
H 4.029 1.013 -1.936
H 5.237 1.804 -0.059
H -3.605 1.024 0.237
H -2.453 -2.500 2.032
H -0.385 2.991 2.030
H 1.492 -2.478 1.147
H 2.359 -0.559 1.934
H 4.470 -1.161 0.047
H 2.534 1.163 1.457
H -5.632 -1.237 -1.986
H -1.795 2.773 -2.897
H 1.656 5.019 1.018
H 4.205 -1.769 -1.616
H 0.957 0.502 1.689
H -2.036 4.079 -1.708
H 0.480 4.415 -0.928
H -2.492 -4.192 -2.162
H -4.798 -3.419 -2.801
H -3.106 -4.007 1.415
H 0.073 -6.046 1.256
H -1.032 -5.965 -0.116
H -2.110 -3.999 2.872
H 1.134 3.303 -2.127
H 5.544 3.410 1.785
H -2.099 2.582 1.755
H -4.630 1.223 -1.202
H -3.074 2.639 -1.667
```

## Properties
Charge   +3
Gap between HOMO and LUMO   5.7997 eV
Calculated total energy   -1747.73529 Ha

Here are the Mulliken charges for atoms 1 to 6, given in e:
1. Hf 0.489
2. Sb 0.878
3. Sb 0.643
4. Si -0.131
5. N 0.026
6. N 0.158



(3)
Computed, not measured: an isolated molecule of C25H26N2O2S, with wB97M-V/def2-TZVPD.

```
56
Properties=species:S:1:pos:R:3
S 4.859 0.522 -1.834
O -2.213 -4.026 -0.460
O -1.261 1.421 2.243
N -4.050 1.247 -0.361
N -1.990 2.589 0.457
C -4.285 1.907 0.912
C -2.681 -4.979 0.460
C 7.469 -0.149 1.117
C 2.153 0.163 -1.178
C 6.697 -0.678 2.140
C -3.571 2.188 -1.344
C -2.230 -1.843 -1.316
C 0.873 2.058 -0.427
C -4.089 -1.002 0.524
C -1.133 1.727 1.071
C 1.290 -0.679 -0.483
C -2.716 -2.755 -0.384
C -2.158 2.711 -0.974
C 6.884 0.202 -0.083
C 4.738 -0.484 0.760
C -2.645 -0.528 -1.311
C 3.288 -0.409 -1.969
C -3.188 2.967 1.178
C 1.938 1.535 -1.134
C 0.232 -0.159 0.236
C -3.664 -2.317 0.532
C 5.336 -0.841 1.956
C 5.516 0.030 -0.266
C 0.003 1.212 0.253
C -3.574 -0.065 -0.374
H 3.672 -0.598 0.643
H 7.476 0.610 -0.888
H -2.950 3.010 2.240
H 7.156 -0.958 3.077
H 3.064 -0.363 -3.038
H 0.723 3.128 -0.390
H -5.273 2.383 0.897
H -4.091 -2.991 1.258
H 4.724 -1.244 2.750
H -2.222 0.130 -2.052
H -1.504 -2.181 -2.039
H 8.532 -0.014 1.253
H -1.383 2.134 -1.478
H -4.284 3.019 -1.360
H -4.851 -0.712 1.230
H 1.450 -1.748 -0.503
H -3.494 3.958 0.833
H -3.758 -5.148 0.354
H 2.621 2.193 -1.652
H -2.461 -4.685 1.492
H -0.430 -0.810 0.785
H 3.491 -1.445 -1.697
H -3.573 1.730 -2.332
H -2.055 3.764 -1.265
H -4.260 1.171 1.712
H -2.149 -5.900 0.228
```

## Properties
SMILES   COc1ccc(N2CCN(C(=O)c3ccc(CSc4ccccc4)cc3)CC2)cc1
Relative energy (zero: lowest compared OMol25 entry of this formula, charge and spin)   0.349 eV
Gap between HOMO and LUMO   8.0372 eV
Calculated total energy   -1626.43232 Ha

Here are the Mulliken charges for atoms 1 to 6, given in e:
1. S -0.147
2. O -0.467
3. O -0.683
4. N 0.008
5. N 0.131
6. C -0.841



(4)
Computed, not measured: an isolated molecule of C2H5IN2, with wB97M-V/def2-TZVPD.

```
10
Properties=species:S:1:pos:R:3
I 3.515 -0.014 -0.006
N 0.610 -0.604 0.562
N -0.407 -1.367 0.039
C 1.452 -0.055 -0.434
C 0.627 0.944 0.448
H 1.234 -0.012 -1.551
H -1.022 -1.609 0.840
H 1.150 1.452 1.193
H -0.157 1.292 -0.179
H -0.794 -1.039 -0.739
```

## Properties
SMILES   NN1C[C@H]1I
Relative energy (zero: lowest compared OMol25 entry of this formula, charge and spin)   1.599 eV
Gap between HOMO and LUMO   9.3132 eV
Calculated total energy   -486.29840 Ha

Here are the Mulliken charges for atoms 1 to 6, given in e:
1. I 0.013
2. N -0.184
3. N -0.447
4. C -0.268
5. C -0.531
6. H 0.376



(5)
Computed, not measured: a structure of composition C7H13N2O4P, with wB97M-V/def2-TZVPD.

```
27
Properties=species:S:1:pos:R:3
P -0.314 -0.390 0.749
O -1.545 -1.151 0.884
O 0.054 -0.041 -0.749
O 1.520 -3.072 -0.997
O 0.007 0.971 1.547
N 2.534 -1.375 0.081
N 2.110 -0.177 3.425
C 1.769 -0.766 2.504
C -0.597 -0.835 -1.807
C -1.893 -0.161 -2.337
C 1.094 -1.337 1.382
C 2.303 -2.175 -0.968
C -0.992 1.945 1.779
C -0.840 3.013 0.601
H -1.968 1.524 1.746
H -1.361 3.935 0.784
H -1.750 0.835 -2.585
H -0.866 -1.815 -1.326
H 0.246 3.284 0.629
H -2.337 -0.837 -3.082
H 3.065 -0.594 -0.167
H 0.932 -2.395 1.247
H -2.439 -0.274 -1.421
H 3.112 -1.928 -1.779
H -0.826 2.264 2.815
H 0.225 -1.170 -2.609
H -1.240 2.720 -0.349
```

## Properties
Relative energy (zero: lowest compared OMol25 entry of this formula, charge and spin)   0.000 eV
Gap between HOMO and LUMO   9.6733 eV
Calculated total energy   -1026.33165 Ha

Here are the Mulliken charges for atoms 1 to 6, given in e:
1. P 1.033
2. O -0.726
3. O -0.277
4. O -0.504
5. O -0.264
6. N -0.336



(6)
Computed, not measured: a cluster of 15 separate species, C93H186N9O18 in total, with wB97M-V/def2-TZVPD.

```
306
Properties=species:S:1:pos:R:3
O 1.720 7.215 2.382
O -2.545 -2.209 5.255
O -2.326 -2.419 -6.036
O 3.117 -1.837 -0.315
O -3.434 4.228 -4.787
O -0.369 -8.006 -2.557
O 2.403 4.004 2.780
O -3.969 -7.222 2.095
O -3.899 -5.632 0.521
O 0.634 5.138 -7.325
O 7.021 -5.664 1.876
O 6.612 1.124 -2.340
O 2.371 3.270 4.895
O 1.741 -7.974 -2.000
O 4.620 -1.280 -1.864
O -3.383 2.208 1.268
O -1.827 -0.751 -4.720
O -2.966 0.830 2.995
N -0.593 -1.180 -0.372
N -4.654 -4.884 -3.751
N -3.276 -3.359 5.201
N 1.139 6.574 1.245
N 3.678 0.065 6.846
N -4.647 4.284 -4.155
N 5.632 -5.840 2.115
N 6.125 1.143 -1.000
N 0.826 6.389 -6.702
C 4.937 2.028 -0.619
C 4.550 -3.549 2.450
C -1.537 -1.706 -5.402
C 0.914 8.156 -8.463
C -4.928 3.148 -3.059
C -1.232 7.854 -6.010
C -0.504 5.048 0.305
C 1.763 7.219 -7.478
C -0.323 6.162 1.311
C -5.311 -6.214 -3.236
C 3.823 -2.067 -1.346
C 4.447 1.646 0.784
C -4.677 -3.409 3.159
C 0.106 5.160 -0.997
C 3.732 3.409 9.053
C 4.777 -6.697 1.190
C -4.969 0.540 1.724
C -6.474 -6.568 -5.377
C 3.909 1.080 8.017
C -1.101 7.437 0.872
C -3.668 1.267 2.064
C 6.490 0.360 1.385
C 1.716 8.841 -5.371
C -3.657 2.551 -2.428
C 3.480 6.722 0.304
C -5.279 -3.567 -3.286
C 0.012 -0.424 -1.619
C 0.271 -2.958 1.792
C 2.895 -6.470 2.873
C 1.774 -1.240 5.820
C -2.592 -4.709 5.545
C 8.321 1.839 0.216
C -5.785 -2.069 -1.336
C 6.078 -4.619 4.187
C 2.162 3.134 3.637
C -5.708 3.915 -1.908
C 5.524 -7.762 0.462
C -0.248 1.046 -1.638
C -6.714 -6.523 -3.907
C -6.862 4.701 -2.366
C -0.193 -1.587 2.101
C 3.928 -2.478 6.339
C -0.631 -3.503 0.651
C 0.362 1.645 -2.824
C 0.025 -0.616 0.929
C -4.728 -3.181 4.697
C -5.053 -5.641 5.402
C 4.985 -4.916 3.114
C -0.368 -2.703 -0.661
C 1.659 5.446 -0.887
C -1.565 -4.589 6.668
C 3.346 -3.280 -2.100
C -4.498 -4.887 -5.325
C -0.077 -2.088 -5.391
C -3.257 -5.001 -3.217
C -0.708 5.633 2.736
C 3.842 -5.665 3.844
C 3.943 -5.752 0.259
C -5.258 -1.737 5.027
C -5.920 -5.234 -5.959
C 2.544 8.188 -6.452
C 2.432 -2.496 6.301
C -6.680 4.683 -5.589
C 4.298 -1.269 7.278
C -3.565 -6.690 1.055
C 7.817 -0.552 -0.417
C -1.938 -5.304 4.265
C 0.601 -6.015 -1.980
C -5.714 5.311 -4.625
C 2.823 6.342 -8.132
C 3.796 1.878 -1.550
C -2.137 -0.905 -0.261
C 1.504 1.845 3.084
C 3.610 2.575 7.825
C -5.804 1.996 -3.681
C 1.944 6.728 -0.022
C 5.389 3.517 -0.580
C -0.566 5.736 -4.690
C -0.046 6.953 -5.509
C 5.455 1.451 1.889
C 1.678 8.124 -0.804
C -5.329 -3.381 -1.770
C 2.160 -0.036 6.591
C -2.705 -7.595 0.179
C -5.689 -4.210 5.374
C 0.918 7.761 -4.630
C 7.187 0.748 0.041
C -3.700 -5.723 6.134
C -6.501 5.764 -3.412
C -4.971 6.502 -5.308
C 3.747 -7.442 2.078
C 4.388 0.653 5.625
C 0.697 -7.439 -2.315
H 2.892 2.422 -1.281
H 6.029 3.885 -1.382
H 0.230 -2.154 -6.435
H 1.720 0.082 7.581
H 0.138 2.708 -2.912
H 4.307 -6.395 4.507
H 2.244 -5.882 2.225
H -5.663 0.815 2.518
H -3.820 -5.546 7.203
H -7.405 6.292 -3.717
H -1.360 -6.212 4.435
H 3.849 0.742 0.663
H 6.447 -5.519 4.679
H -0.351 5.933 -1.614
H -5.343 -6.215 -2.146
H 3.293 -4.983 4.492
H -6.099 3.138 -1.251
H 2.094 -0.949 4.819
H 1.020 9.588 -5.752
H 5.706 -3.929 4.944
H 3.722 5.888 0.962
H 1.064 -0.315 0.795
H 4.026 1.631 5.307
H 7.275 0.183 2.120
H -6.136 4.231 -6.419
H 5.883 3.961 0.284
H 2.951 3.045 9.720
H 6.107 -8.444 1.082
H -4.984 -1.334 -1.419
H -2.037 -4.276 7.599
H 4.323 -0.018 4.768
H -3.263 -8.007 -0.661
H 2.619 2.813 7.438
H 4.261 -2.181 5.344
H -7.246 5.288 -1.532
H 0.562 -5.846 -0.904
H -6.579 -1.791 -2.028
H 1.565 -5.564 -2.217
H 5.385 -1.221 7.342
H -1.559 4.807 0.171
H -1.458 -4.531 3.666
H 3.886 7.679 0.634
H 3.539 6.959 -8.676
H -0.026 -3.073 -4.928
H 3.830 -1.423 8.251
H -0.334 -4.542 0.505
H -7.474 -5.753 -3.772
H 0.689 -1.506 -4.878
H 1.703 9.010 -0.170
H -3.125 2.070 -3.249
H 9.103 1.758 -0.539
H -0.443 0.342 1.157
H 0.354 8.186 -3.800
H -4.242 6.975 -4.650
H 8.419 -0.305 -1.292
H -6.733 2.362 -4.118
H 4.220 -3.623 -2.653
H -0.947 8.278 1.548
H 8.536 -0.847 0.348
H 3.191 7.507 -5.899
H -4.380 6.247 -6.187
H 4.949 -8.487 -0.113
H 7.140 -1.391 -0.575
H -5.093 -6.154 4.441
H -7.295 3.920 -5.112
H 3.301 0.920 -1.388
H -5.269 1.391 -4.413
H -3.009 3.291 -1.959
H 0.312 1.493 -0.817
H 2.203 -6.967 3.553
H 1.447 1.539 -2.836
H 0.079 4.216 0.698
H 4.927 0.992 8.394
H 4.947 -3.357 1.454
H 0.679 -2.831 -0.934
H 2.067 -3.242 5.595
H -0.489 6.421 3.456
H -4.386 -3.602 -1.271
H 5.783 2.444 2.197
H 3.338 5.683 -7.433
H -0.876 7.760 -0.145
H 0.002 1.187 -3.745
H -5.159 -1.421 6.065
H -5.910 6.476 -2.836
H 3.973 1.920 -2.625
H -0.509 -0.819 -2.491
H -4.601 -7.023 -3.411
H -5.998 -7.519 -5.617
H 4.305 -8.046 2.794
H 0.724 8.193 -1.327
H 6.902 -4.051 3.755
H -6.155 1.398 -2.840
H -5.790 -5.301 -7.039
H -6.629 -4.171 4.822
H -5.646 -3.202 2.707
H -5.722 -6.339 5.904
H -6.249 -3.492 -3.778
H -6.712 -4.517 -5.744
H 1.585 7.025 -4.181
H 3.731 2.416 1.071
H 3.285 0.634 8.792
H 5.464 0.711 5.789
H -1.946 8.148 -5.241
H -1.166 6.144 -3.877
H 8.000 2.880 0.186
H -4.876 -0.545 1.768
H -3.805 1.816 -1.637
H -2.684 -4.111 -3.478
H -3.196 -5.144 -2.138
H 4.428 4.033 -0.573
H 2.167 1.375 2.357
H 1.889 0.866 6.042
H -2.140 7.123 0.771
H -4.015 -2.718 2.638
H 0.122 5.079 -4.158
H 4.307 2.996 7.100
H -6.073 -4.102 -1.432
H 0.366 -3.650 2.629
H 1.236 1.141 3.871
H 0.431 -1.123 2.865
H -1.771 5.399 2.802
H 5.004 0.966 2.755
H 2.816 -4.042 -1.529
H -7.474 -6.569 -5.809
H -0.856 -3.024 -1.581
H -1.076 -5.539 6.887
H 0.700 -1.411 5.750
H 1.064 -0.696 -1.708
H -1.074 8.789 -6.547
H 0.562 1.990 2.555
H 4.315 -3.409 6.753
H -2.652 -1.476 0.512
H 3.473 -3.607 2.294
H -1.249 1.452 -1.485
H -4.725 -0.927 4.529
H -3.287 -6.715 5.953
H -1.807 7.271 -6.728
H -1.244 -1.557 2.391
H 3.283 -5.005 0.701
H 5.954 -0.588 1.349
H -6.148 -1.923 -0.318
H -0.119 4.773 3.053
H 2.086 -2.781 7.294
H -7.290 -7.332 -3.458
H 3.642 4.478 8.861
H -6.288 -1.616 4.692
H -4.073 -3.906 -5.540
H 3.051 -8.011 1.461
H -4.716 -2.742 -3.722
H 0.202 7.613 -9.086
H 4.651 -5.144 -0.305
H -3.828 -5.704 -5.594
H 3.416 -6.240 -0.560
H -7.332 5.390 -6.102
H -1.119 4.992 -5.264
H -7.763 4.192 -2.708
H -5.686 7.308 -5.471
H -5.014 4.490 -1.295
H 0.471 9.035 -7.994
H 4.133 6.452 -0.526
H 2.351 5.692 -8.869
H -2.359 -8.395 0.833
H 2.166 5.406 -1.851
H 4.645 3.229 9.621
H 1.299 -2.841 1.447
H 3.225 8.882 -6.946
H 2.605 -2.941 -2.823
H -5.352 0.807 0.738
H -0.209 -5.499 -2.496
H 1.661 8.643 -9.090
H 2.087 4.570 -0.400
H -2.775 -5.605 3.634
H 2.421 8.236 -1.594
H -2.185 0.173 -0.104
H -0.799 -3.846 6.445
H -1.701 -3.504 0.857
H -2.744 -5.843 -3.681
H -1.816 -7.063 -0.159
H 8.854 1.709 1.157
H 0.061 4.156 -1.418
H -2.618 -1.055 -1.227
H 6.137 -7.241 -0.274
H -6.030 -3.905 6.363
H 4.667 -2.566 2.908
H -4.366 -4.417 2.882
H 2.337 9.352 -4.635
```

## Properties
Charge   +3
Relative energy (zero: lowest compared OMol25 entry of this formula, charge and spin)   14.780 eV
Gap between HOMO and LUMO   0.9771 eV
Calculated total energy   -5500.28345 Ha

Here are the Mulliken charges for atoms 1 to 6, given in e:
1. O -0.298
2. O -0.265
3. O -0.804
4. O 0.010
5. O -0.222
6. O -0.635